Entry 1:
60
Properties=species:S:1:pos:R:3 method="wB97M-V/def2-TZVPD" relative_energy_kcal_mol=8.0 charge=+1 homo_lumo_gap_ev=7.767 e_tot_ev=-76960.9054
Ca 0.2175 1.0389 -1.2661
S 7.2284 -0.7814 0.9129
S -1.6478 -1.4632 -0.2560
O -0.6250 2.8865 -0.2303
O -0.3716 -0.6302 -0.0096
N 7.0854 1.8338 1.1850
N -0.3731 -3.8944 -2.6633
N -0.4250 0.3683 -3.2528
N 2.5941 1.0720 -0.9209
N -0.1293 -1.8987 -4.1185
C -4.9951 -0.4704 1.7040
C -1.8374 -5.3960 0.4354
C -0.2718 -2.9565 -3.3324
C -2.9397 2.3886 -0.9071
C 5.1399 0.8392 0.2054
C 3.4991 2.0488 -1.0450
C 2.9658 -0.0279 -0.2473
C -0.2752 -0.7363 -3.6440
C 0.3614 -4.6704 1.1000
C 0.0426 -3.3629 0.7590
C -4.5360 -0.2272 2.9884
C -2.0041 2.7914 0.2092
C 4.2123 -0.1866 0.3220
C -2.2831 -0.7405 2.3151
C -3.1832 -0.3569 3.2933
C -0.0255 4.1788 -2.2268
C 6.5147 0.6784 0.8020
C -2.1719 -4.0992 0.0904
C -2.7608 -0.9786 1.0311
C -1.2207 -3.1043 0.2653
C -0.1824 4.1720 -0.7217
C 4.7686 1.9767 -0.5041
C -4.1006 -0.8420 0.7061
C -0.5726 -5.6791 0.9375
H 8.0028 1.7982 1.5990
H 1.3483 -4.9001 1.4779
H 6.5649 2.6901 1.2568
H -2.9528 3.1161 -1.7182
H -3.9538 2.3127 -0.5114
H -2.5576 -6.1912 0.3007
H -1.9998 2.0506 1.0101
H 4.4756 -1.0976 0.8402
H -1.2304 -0.8579 2.5367
H 0.7688 4.3738 -0.2272
H -5.2329 0.0644 3.7626
H 5.4563 2.7906 -0.6873
H -6.0463 -0.3671 1.4717
H -0.9604 3.9623 -2.7417
H 3.1998 2.9184 -1.6185
H 0.7660 -2.5684 0.8624
H -0.8939 4.9293 -0.3920
H 0.3187 5.1610 -2.5531
H -0.3134 -6.6976 1.1927
H 0.7252 3.4642 -2.5834
H -2.8341 -0.1693 4.2999
H -2.6955 1.4136 -1.3416
H -3.1501 -3.8771 -0.3184
H 2.2309 -0.8226 -0.1718
H -2.2882 3.7507 0.6428
H -4.4463 -1.0179 -0.3054

***

Entry 2:
61
Properties=species:S:1:pos:R:3 method="wB97M-V/def2-TZVPD" s_squared=6.079 spin_multiplicity=5 relative_energy_kcal_mol=2.2 homo_lumo_gap_ev="7.202 / 7.827" e_tot_ev=-102928.1153
Mn 0.0567 0.0177 -0.3654
Cl 3.2870 -3.9646 0.5489
S -1.7449 -1.3715 -0.5943
S -3.5124 -2.3704 1.5263
O 1.3114 -1.2497 -1.5425
O 1.2915 -1.7036 0.6169
O 1.3680 1.2376 -0.0392
N -0.7136 0.3693 1.5018
N -1.7529 -0.4604 1.9586
N -0.5611 1.1045 -2.1147
N -0.1873 1.4109 -4.5392
C 0.1753 2.7245 -5.1149
C 0.7528 0.1529 -6.4274
C -0.6785 1.0298 3.8328
C 0.3716 -4.0246 3.5188
C 2.7290 -3.0000 -0.8431
C 1.3640 2.5583 -6.0497
C -2.2501 -4.8814 3.7951
C -0.6734 -3.1190 3.3883
C 2.0049 4.1495 2.8105
C 1.5551 2.1385 0.9092
C 0.1088 -5.3612 3.7991
C -1.2065 -5.7880 3.9402
C -0.2123 1.1443 2.4041
C -3.1403 -2.5832 3.3035
C -0.3986 1.2645 -3.2473
C 0.8065 2.1588 2.0943
C 2.7769 4.0847 1.6479
C 1.0469 3.1862 3.0227
C -0.4236 0.2850 -5.4708
C 2.5574 3.0946 0.7152
C 1.7096 -1.9225 -0.5270
C 1.0555 1.4930 -7.1054
C -1.9957 -3.5395 3.5206
C -2.2362 -1.2426 1.0710
H 1.3921 -3.6812 3.3837
H -4.0622 -2.9668 3.7360
H -1.4699 1.7584 4.0353
H 3.5558 4.8182 1.4750
H 2.2947 -3.6790 -1.5680
H -0.4538 -2.0819 3.1511
H -2.9448 -1.5906 3.6973
H 2.2296 2.2459 -5.4589
H 3.5957 -2.5283 -1.2912
H 1.6288 -0.1796 -5.8629
H 0.3896 3.4077 -4.2990
H 1.8869 1.3901 -7.8055
H 0.4483 3.2381 3.9238
H -1.0834 0.0452 4.0230
H -3.2778 -5.2212 3.8926
H -1.3459 0.4739 -6.0262
H 0.1788 1.8085 -7.6874
H 2.1573 4.9404 3.5344
H 1.6010 3.5195 -6.5092
H 3.1418 3.0277 -0.1960
H 0.5207 -0.6167 -7.1648
H 0.1516 1.2249 4.5071
H -0.6855 3.1106 -5.6668
H -1.4223 -6.8298 4.1552
H -0.5594 -0.6161 -4.8802
H 0.9252 -6.0677 3.9031

***

Entry 3:
59
Properties=species:S:1:pos:R:3 method="wB97M-V/def2-TZVPD" relative_energy_kcal_mol=431.2 smiles="O=C(O)Cc1ccc(Nc2cnn([C@@]34C[C@@H]5C[C@@H](C[C@@](CC(=O)O)(C5)C3)C4)c(=O)c2Cl)cc1" homo_lumo_gap_ev=7.369 e_tot_ev=-52522.6585
Cl 0.1177 -2.7211 1.5661
O 3.2103 4.6183 -4.5285
O 4.7661 3.0357 -4.3370
O -2.1776 -8.1676 3.5507
O -1.1582 -8.2196 1.5104
O 1.5398 -0.4147 0.2796
N -0.1840 0.9421 0.3253
N -1.2539 1.4212 0.8189
N -2.7359 -1.7214 1.9533
C -2.2297 0.5954 1.1723
C 1.8677 3.0610 -2.0213
C -3.5622 -3.7602 2.7620
C -3.5865 -7.2166 1.5120
C 1.9524 4.8009 0.2424
C 1.0749 4.2989 -2.2430
C -2.5288 -5.1265 0.4470
C -3.5796 -4.9947 2.9191
C -0.4638 -1.0847 1.1984
C 3.2645 3.0375 -1.3261
C 0.7460 4.5347 -0.8303
C -2.9480 -3.0050 1.7343
C -2.2794 -7.9953 2.3546
C -0.1666 3.5389 -0.1421
C -3.2374 -5.7054 1.6736
C 2.3621 2.5644 -3.4290
C 2.8399 3.5989 0.2648
C 1.9259 2.3559 0.9485
C -1.9460 -0.8066 1.3517
C 0.7821 2.1222 -0.1662
C 1.2957 1.8535 -1.4869
C 3.3195 3.5110 -3.9626
C 0.2836 -0.1407 0.6778
C -2.5878 -3.7001 0.7051
H -1.1550 3.3126 -0.9091
H -4.1581 -5.6438 3.5462
H 0.2113 1.6009 -2.1817
H 0.3175 5.5077 -0.5733
H 3.8668 4.0139 -1.7428
H 1.8341 2.6950 1.8546
H 3.5865 3.7684 0.9115
H -3.2253 -7.5661 0.4852
H 1.6329 0.8191 -1.8177
H 1.5429 2.5185 -4.2633
H -4.2374 -7.7144 1.9384
H -2.3309 -3.0437 -0.1266
H 2.7458 5.6435 -0.2843
H 5.2597 3.5530 -4.7059
H -2.3381 -5.5293 -0.5026
H 3.6828 2.1474 -1.1198
H 1.6747 5.0725 1.1455
H 2.5150 1.5665 0.8050
H 0.2038 4.2125 -2.7429
H 1.7814 5.0193 -2.5687
H -0.3475 3.5738 0.7643
H -2.9500 0.9627 1.5419
H -0.4337 -8.3771 2.0680
H 2.7776 1.3947 -3.5753
H -3.5410 -1.2620 2.6736
H -3.6386 -3.3560 3.8854

***

Entry 4:
58
Properties=species:S:1:pos:R:3 method="wB97M-V/def2-TZVPD" s_squared=6.015 spin_multiplicity=5 relative_energy_kcal_mol=0.0 charge=+1 homo_lumo_gap_ev="6.866 / 6.423" e_tot_ev=-98438.0061
Co 0.0422 0.6043 1.9255
S -3.2126 -2.4686 1.9974
S 3.0029 -2.5598 2.8143
Si -0.0393 -0.2790 -0.4290
N 3.3941 0.1217 3.2268
N -3.6485 0.2174 2.2633
N 1.3129 -0.7897 2.3015
N -1.3991 -0.7391 1.9394
C 1.6276 -0.2942 -1.3434
C -2.8537 2.5304 -2.9694
C 3.6595 0.8584 -2.0229
C 1.5052 -3.1116 2.2554
C 4.1464 -0.3057 -2.6030
C -1.4522 -3.2117 -3.5143
C 2.1329 -1.4482 -1.9476
C -1.1168 2.5435 1.6480
C 0.4010 2.3478 3.3525
C 1.1137 2.6040 2.1543
C -1.1925 0.7866 -1.5052
C -2.4522 1.1668 -1.0300
C -1.6397 -3.0664 1.8676
C 2.5602 -0.9325 2.8003
C 0.7073 -1.9907 2.0565
C 3.3777 -1.4608 -2.5631
C -1.6055 2.1744 -3.4582
C 0.1757 2.7258 1.1050
C -0.7872 -1.9692 1.8793
C -0.7909 1.3107 -2.7363
C -2.7431 -0.8507 2.0818
C 2.4212 0.8557 -1.3966
C -0.9753 2.3118 3.0365
C -3.2763 2.0191 -1.7485
H -3.4908 3.2019 -3.5309
H -1.7777 2.1331 3.7331
H 5.1158 -0.3112 -3.0850
H 3.0619 1.0892 3.2405
H 4.2502 1.7659 -2.0526
H -2.7959 0.7926 -0.0730
H 0.1730 1.0335 -3.1447
H -0.5330 -1.6913 -0.6732
H -1.4753 -4.1771 -4.0119
H 0.3911 2.9193 0.0687
H 3.7467 -2.3716 -3.0185
H -3.3351 1.1893 2.3182
H -4.2507 2.2867 -1.3577
H 2.1839 2.6868 2.0607
H 4.3396 -0.0821 3.5804
H -4.6558 0.0227 2.3528
H -1.3506 -4.1085 1.8723
H 1.5412 -2.3559 -1.9333
H -2.1493 -3.2170 -2.6811
H 1.1976 -4.1455 2.1774
H -0.4488 -3.0182 -3.1457
H 2.0689 1.7634 -0.9220
H -1.2665 2.5628 -4.4108
H -2.0352 2.5548 1.0868
H 0.8325 2.2083 4.3298
H -1.7354 -2.4345 -4.2183